DFT (the ωB97M-V functional and the def2-TZVPD basis) results for a cluster of 19 separate species, C23H66BFN19O42PS in total.

Values from the calculation:
Energy, eV: -162698.4068
HOMO-LUMO gap, eV: 8.24
Multiplicity: 1
LUMO level, eV: -0.305
E_HOMO, eV: -8.5

Bonds (Å) are listed after each position.
CARTESIAN COORDINATES (ANGSTROEM)
1 C 1.158 2.532 4.196  B2 1.568, H17 1.097, H18 1.096, H19 1.086
2 B 0.472 1.128 4.073  C1 1.568, O3 1.372, C4 1.628
3 O -0.772 0.952 4.625  B2 1.372, H20 0.967
4 C 1.033 -0.228 3.366  B2 1.628, O5 1.468, C10 1.544, H21 1.095
5 O 2.281 -0.678 3.996  C4 1.468, S6 1.586
6 S 3.510 0.036 3.293  O5 1.586, O7 1.426, O8 1.421, O9 1.580
7 O 3.939 1.153 4.069  S6 1.426
8 O 4.484 -0.947 2.970  S6 1.421
9 O 2.757 0.535 1.997  S6 1.580, C10 1.488
10 C 1.452 -0.171 1.881  C4 1.544, O9 1.488, C11 1.523, P14 1.922
11 C 0.451 0.612 1.042  C10 1.523, C12 1.513, F13 1.406, H22 1.093
12 C 0.730 2.090 0.882  C11 1.513, H23 1.085, H24 1.090, H25 1.089
13 F 0.370 0.064 -0.250  C11 1.406
14 P 1.580 -1.902 1.056  C10 1.922, N15 1.701, O16 1.645
15 N 2.854 -1.598 -0.029  P14 1.701, H26 1.019, H27 1.016
16 O 2.340 -2.749 2.245  P14 1.645, H28 0.967
17 H 0.447 3.305 3.878  C1 1.097
18 H 1.383 2.722 5.252  C1 1.096
19 H 2.067 2.659 3.615  C1 1.086
20 H -1.147 1.800 4.899  O3 0.967
21 H 0.272 -1.006 3.484  C4 1.095
22 H -0.536 0.452 1.484  C11 1.093
23 H 0.512 2.622 1.803  C12 1.085
24 H 0.031 2.469 0.136  C12 1.090
25 H 1.752 2.288 0.562  C12 1.089
26 H 3.419 -0.786 0.215  N15 1.019
27 H 2.453 -1.397 -0.941  N15 1.016
28 H 2.436 -3.650 1.909  O16 0.967
29 C -3.899 0.040 -0.452  N30 1.489, H33 1.084, H34 1.087, H35 1.086
30 N -3.187 1.341 -0.318  C29 1.489, O31 1.205, O32 1.217
31 O -3.381 2.178 -1.163  N30 1.205
32 O -2.458 1.479 0.647  N30 1.217
33 H -4.504 0.081 -1.351  C29 1.084
34 H -3.138 -0.734 -0.507  C29 1.087
35 H -4.504 -0.089 0.441  C29 1.086
36 C 6.079 -3.402 3.683  N37 1.486, H40 1.081, H41 1.085, H42 1.087
37 N 6.462 -4.623 2.926  C36 1.486, O38 1.220, O39 1.210
38 O 7.646 -4.786 2.679  N37 1.220
39 O 5.582 -5.376 2.576  N37 1.210
40 H 6.981 -2.843 3.891  C36 1.081
41 H 5.397 -2.842 3.053  C36 1.085
42 H 5.586 -3.713 4.600  C36 1.087
43 C -5.215 3.295 -4.405  N44 1.485, H47 1.084, H48 1.086, H49 1.085
44 N -5.282 1.860 -4.778  C43 1.485, O45 1.214, O46 1.214
45 O -5.570 1.057 -3.913  N44 1.214
46 O -5.054 1.570 -5.935  N44 1.214
47 H -5.432 3.385 -3.346  C43 1.084
48 H -4.213 3.648 -4.631  C43 1.086
49 H -5.950 3.817 -5.008  C43 1.085
50 C -8.316 0.641 -6.576  N51 1.489, H54 1.083, H55 1.084, H56 1.086
51 N -8.621 2.095 -6.483  C50 1.489, O52 1.215, O53 1.213
52 O -7.923 2.781 -5.762  N51 1.215
53 O -9.555 2.517 -7.131  N51 1.213
54 H -7.462 0.427 -5.945  C50 1.083
55 H -9.201 0.102 -6.257  C50 1.084
56 H -8.106 0.433 -7.621  C50 1.086
57 C 6.285 0.621 -2.345  N58 1.485, H61 1.082, H62 1.086, H63 1.086
58 N 5.110 0.522 -1.442  C57 1.485, O59 1.217, O60 1.213
59 O 4.014 0.362 -1.945  N58 1.217
60 O 5.310 0.586 -0.247  N58 1.213
61 H 5.922 0.542 -3.361  C57 1.082
62 H 6.771 1.573 -2.155  C57 1.086
63 H 6.951 -0.198 -2.088  C57 1.086
64 C -0.004 6.854 1.709  N65 1.486, H68 1.083, H69 1.086, H70 1.086
65 N -0.041 5.418 1.327  C64 1.486, O66 1.213, O67 1.213
66 O -0.290 4.593 2.181  N65 1.213
67 O 0.194 5.129 0.173  N65 1.213
68 H -0.232 6.927 2.765  C64 1.083
69 H 0.992 7.221 1.481  C64 1.086
70 H -0.742 7.366 1.098  C64 1.086
71 C 8.169 0.721 3.333  N72 1.490, H75 1.082, H76 1.086, H77 1.087
72 N 8.509 1.553 2.145  C71 1.490, O73 1.211, O74 1.214
73 O 9.094 1.026 1.225  N72 1.211
74 O 8.169 2.718 2.178  N72 1.214
75 H 8.533 -0.283 3.159  C71 1.082
76 H 8.651 1.181 4.190  C71 1.086
77 H 7.088 0.752 3.443  C71 1.087
78 C -3.664 1.804 3.442  N79 1.488, H82 1.083, H83 1.087, H84 1.084
79 N -3.107 3.171 3.629  C78 1.488, O80 1.212, O81 1.216
80 O -3.463 4.038 2.860  N79 1.212
81 O -2.316 3.327 4.539  N79 1.216
82 H -4.336 1.833 2.593  C78 1.083
83 H -2.828 1.132 3.259  C78 1.087
84 H -4.177 1.529 4.356  C78 1.084
85 C -3.207 -0.643 7.678  N86 1.488, H89 1.083, H90 1.086, H91 1.086
86 N -3.707 -0.953 6.311  C85 1.488, O87 1.207, O88 1.218
87 O -3.442 -2.030 5.834  N86 1.207
88 O -4.356 -0.084 5.757  N86 1.218
89 H -2.652 -1.501 8.036  C85 1.083
90 H -2.581 0.240 7.597  C85 1.086
91 H -4.075 -0.434 8.296  C85 1.086
92 C 10.397 -3.687 1.608  N93 1.486, H96 1.082, H97 1.086, H98 1.086
93 N 11.074 -2.416 1.975  C92 1.486, O94 1.212, O95 1.213
94 O 10.371 -1.497 2.337  N93 1.212
95 O 12.285 -2.393 1.911  N93 1.213
96 H 9.328 -3.548 1.694  C92 1.082
97 H 10.690 -3.944 0.595  C92 1.086
98 H 10.753 -4.441 2.304  C92 1.086
99 C 5.054 -0.836 6.736  N100 1.489, H103 1.084, H104 1.086, H105 1.086
100 N 5.588 -2.014 7.474  C99 1.489, O101 1.215, O102 1.211
101 O 5.719 -3.058 6.868  N100 1.215
102 O 5.866 -1.850 8.642  N100 1.211
103 H 4.854 -1.134 5.713  C99 1.084
104 H 4.150 -0.516 7.245  C99 1.086
105 H 5.811 -0.060 6.781  C99 1.086
106 C -8.652 -4.426 -6.776  N107 1.486, H110 1.083, H111 1.085, H112 1.083
107 N -8.973 -2.982 -6.633  C106 1.486, O108 1.213, O109 1.215
108 O -8.281 -2.303 -5.904  N107 1.213
109 O -9.919 -2.565 -7.272  N107 1.215
110 H -7.788 -4.646 -6.160  C106 1.083
111 H -9.527 -4.986 -6.463  C106 1.085
112 H -8.458 -4.610 -7.826  C106 1.083
113 C -5.437 6.056 0.932  N114 1.489, H117 1.083, H118 1.086, H119 1.086
114 N -5.912 5.716 -0.438  C113 1.489, O115 1.212, O116 1.211
115 O -5.686 4.595 -0.838  N114 1.212
116 O -6.492 6.578 -1.061  N114 1.211
117 H -4.912 5.195 1.327  C113 1.083
118 H -4.780 6.915 0.845  C113 1.086
119 H -6.312 6.309 1.523  C113 1.086
120 C -9.864 5.215 -4.709  N121 1.488, H124 1.083, H125 1.085, H126 1.086
121 N -9.221 6.538 -4.487  C120 1.488, O122 1.213, O123 1.212
122 O -9.940 7.506 -4.347  N121 1.213
123 O -8.009 6.559 -4.459  N121 1.212
124 H -10.939 5.356 -4.705  C120 1.083
125 H -9.510 4.831 -5.660  C120 1.085
126 H -9.539 4.564 -3.904  C120 1.086
127 C 3.241 -5.795 -2.224  N128 1.489, H131 1.083, H132 1.086, H133 1.086
128 N 2.060 -5.246 -1.501  C127 1.489, O129 1.211, O130 1.211
129 O 0.964 -5.401 -1.994  N128 1.211
130 O 2.291 -4.669 -0.462  N128 1.211
131 H 2.892 -6.276 -3.130  C127 1.083
132 H 3.901 -4.958 -2.435  C127 1.086
133 H 3.730 -6.495 -1.554  C127 1.086
134 C -10.156 -4.841 -10.807  N135 1.490, H138 1.083, H139 1.086, H140 1.086
135 N -9.614 -6.169 -10.402  C134 1.490, O136 1.207, O137 1.217
136 O -9.474 -7.013 -11.254  N135 1.207
137 O -9.353 -6.313 -9.223  N135 1.217
138 H -10.342 -4.864 -11.874  C134 1.083
139 H -11.066 -4.678 -10.239  C134 1.086
140 H -9.414 -4.094 -10.543  C134 1.086
141 C 9.353 -4.416 6.388  N142 1.489, H145 1.083, H146 1.086, H147 1.086
142 N 9.348 -2.930 6.295  C141 1.489, O143 1.208, O144 1.215
143 O 10.180 -2.310 6.914  N142 1.208
144 O 8.486 -2.443 5.592  N142 1.215
145 H 10.167 -4.713 7.039  C141 1.083
146 H 8.386 -4.711 6.786  C141 1.086
147 H 9.476 -4.800 5.379  C141 1.086
148 C 3.181 -0.773 -6.202  N149 1.488, H152 1.083, H153 1.086, H154 1.086
149 N 4.427 -0.349 -5.508  C148 1.488, O150 1.211, O151 1.214
150 O 4.597 0.836 -5.323  N149 1.211
151 O 5.191 -1.226 -5.161  N149 1.214
152 H 2.608 0.114 -6.440  C148 1.083
153 H 3.480 -1.316 -7.093  C148 1.086
154 H 2.644 -1.428 -5.522  C148 1.086